(1)
26
Properties=species:S:1:pos:R:3:forces:R:3:mulliken_charge:R:1 method="wB97M-V/def2-TZVPD" homo_lumo_gap_ev=8.82 de_lowest_kj_mol=2.4 spin_multiplicity=1 smiles="COC(=O)CSc1nnc(-c2cccnc2)o1"
S 0.348 -1.965 0.074 0.15 -0.24 -0.21 -0.095
O -0.572 -4.572 2.833 0.01 0.01 -0.01 -0.560
O 0.294 0.559 -0.776 0.03 0.09 -0.09 -0.324
O 0.428 -4.530 0.826 0.14 0.05 -0.30 -0.270
N -0.737 1.599 0.861 0.11 1.61 -0.82 -0.525
N -0.424 5.319 -1.180 -0.17 0.45 0.16 -0.626
N -0.655 0.302 1.193 0.31 -1.61 0.01 -0.272
C 0.600 2.990 -2.294 -0.14 0.08 0.25 -0.325
C -0.042 -0.293 0.211 -0.39 0.17 0.71 0.592
C 0.705 4.197 -2.961 -0.04 0.03 0.07 -0.462
C -0.190 -3.975 1.864 -0.14 0.25 0.17 0.312
C -0.356 -2.484 1.671 0.05 0.22 -0.18 -0.260
C -0.177 1.748 -0.299 -0.43 -0.29 0.95 0.434
C 0.645 -5.935 0.887 -0.02 -0.41 0.17 -0.659
C -0.528 4.174 -0.540 0.06 -0.54 0.08 -0.188
C -0.032 2.970 -1.050 0.23 0.37 -0.59 0.265
C 0.176 5.331 -2.360 0.17 -0.08 -0.31 -0.239
H 1.095 -6.212 -0.063 -0.02 0.03 0.05 0.236
H 0.234 6.298 -2.842 0.05 0.03 -0.11 0.368
H -0.302 -6.457 1.034 0.09 0.03 -0.03 0.297
H 0.994 2.077 -2.718 0.03 -0.04 -0.04 0.463
H 0.148 -1.944 2.474 -0.10 -0.11 0.01 0.340
H -1.022 4.191 0.421 -0.04 -0.06 0.10 0.482
H -1.413 -2.217 1.696 0.07 -0.09 0.10 0.342
H 1.314 -6.177 1.714 -0.05 0.01 -0.07 0.294
H 1.185 4.257 -3.924 0.03 0.03 -0.07 0.378

---

(2)
24
Properties=species:S:1:pos:R:3:forces:R:3:mulliken_charge:R:1 method="wB97M-V/def2-TZVPD" homo_lumo_gap_ev="6.43 / 6.43" spin_multiplicity=1 total_charge=-1
S 7.006 -1.943 0.381 1.14 -1.22 0.76 -0.490
N 5.438 0.026 -0.616 0.46 1.06 1.68 0.324
N 3.528 1.202 -0.160 -0.56 -1.68 0.35 0.322
N 1.484 -0.016 0.138 0.48 -0.26 0.92 -0.167
N 4.697 1.044 -1.000 0.48 0.53 -0.55 -1.119
C -2.720 -1.972 0.758 -0.68 -0.25 0.25 -0.191
C -2.194 -1.124 -1.374 2.31 0.63 -1.31 -0.475
C -0.542 -1.051 0.391 -2.29 -0.99 1.63 1.059
C -0.898 -0.818 -0.963 0.71 -0.43 2.33 -0.522
C 0.693 -0.702 0.961 2.04 1.14 -1.01 -0.854
C 3.321 2.457 0.514 -1.29 2.27 -3.53 -0.910
C -3.043 -1.783 -0.549 -2.66 -0.81 -1.61 -0.499
C 6.258 -0.576 0.027 -2.00 0.69 -1.81 0.155
C -1.535 -1.634 1.265 1.77 0.92 0.56 -0.729
C 2.648 0.250 -0.164 0.05 0.01 0.11 0.278
H -0.009 -0.489 -1.488 -0.78 0.39 -0.92 0.389
H -1.510 -1.795 2.371 1.04 0.45 -1.04 0.192
H 3.604 3.251 -0.316 0.03 -1.15 2.20 0.285
H -3.408 -2.269 1.488 -1.37 -0.97 0.52 0.389
H 3.713 2.568 1.476 1.65 0.12 1.16 0.298
H 1.109 -1.026 1.922 -0.47 -0.15 -0.42 0.336
H -2.376 -0.836 -2.397 -0.66 -0.43 -0.29 0.355
H -3.973 -2.235 -0.968 0.57 0.80 0.48 0.271
H 2.256 2.683 0.699 0.03 -0.66 -0.44 0.303

---

(3)
21
Properties=species:S:1:pos:R:3:forces:R:3:mulliken_charge:R:1 method="wB97M-V/def2-TZVPD" homo_lumo_gap_ev=8.98 de_lowest_kj_mol=195.1 spin_multiplicity=1 smiles=COc1ccc2ncccc2c1
O -2.378 -0.901 1.506 0.93 1.79 0.73 -0.419
N 1.866 -0.778 -1.852 3.72 0.51 -2.20 -0.617
C 0.577 0.329 -0.241 1.21 3.01 1.39 0.483
C -0.455 0.295 0.694 0.28 2.38 1.30 -0.593
C -1.032 -1.863 -0.163 1.07 0.41 0.12 -0.517
C -2.480 0.252 2.388 -1.57 1.56 -1.17 -0.634
C 0.949 -0.803 -0.920 -1.02 0.51 -1.13 0.295
C 1.299 1.567 -0.468 1.65 -2.83 -1.11 -0.723
C -1.262 -0.754 0.719 -1.05 -2.49 -0.52 1.003
C 2.364 1.500 -1.349 0.52 1.48 -1.79 -0.425
C 2.635 0.290 -2.074 -1.16 -0.58 0.05 -0.229
C 0.095 -1.904 -0.972 -2.32 -1.07 0.96 -0.527
H 3.371 0.182 -2.932 -0.87 0.42 1.39 0.342
H -1.751 0.188 3.235 -0.73 -0.03 -0.63 0.302
H -3.597 0.274 2.706 2.19 0.06 -0.27 0.244
H 2.875 2.475 -1.722 -0.67 -1.84 1.07 0.257
H 0.305 -2.640 -1.763 -0.19 0.13 0.84 0.417
H -2.204 1.273 1.739 -1.42 -2.64 1.98 0.226
H -0.597 1.147 1.397 0.56 -0.76 -1.05 0.278
H 1.201 2.469 0.062 -0.88 0.89 0.70 0.413
H -1.781 -2.600 0.010 -0.26 -0.91 -0.68 0.423

---

(4)
37
Properties=species:S:1:pos:R:3:forces:R:3:mulliken_charge:R:1 method="wB97M-V/def2-TZVPD" homo_lumo_gap_ev=1.67 spin_multiplicity=1 total_charge=-3
P 4.901 2.146 2.834 -0.50 -0.74 -1.09 0.938
F 0.623 5.067 0.718 2.00 -4.23 -1.31 -0.261
F -1.172 3.512 -1.197 1.65 -3.77 1.18 -0.326
F -1.096 -0.132 -3.662 -2.39 -0.62 2.23 -0.319
F -0.430 -2.532 -2.775 -2.02 2.25 2.93 -0.364
F -0.690 2.872 1.815 2.44 -1.05 -3.97 -0.295
F -3.060 -1.379 -3.208 2.56 1.87 1.20 -0.324
F 2.240 3.580 1.648 -3.77 0.81 -4.47 -0.192
F 0.980 1.305 1.147 -2.92 4.15 -2.22 -0.236
F 2.094 3.702 -0.731 -3.35 0.38 4.00 -0.221
F -1.771 0.344 0.755 -0.37 2.66 -4.21 -0.260
F 0.235 1.683 -1.792 -2.89 1.36 3.43 -0.268
F -2.991 -2.226 0.062 2.77 -0.97 -2.65 -0.242
F -2.972 1.696 -2.687 0.66 -2.88 2.70 -0.334
F -4.092 0.130 -1.292 2.67 1.16 -0.85 -0.283
F -2.630 -3.838 -1.657 1.46 3.24 1.45 -0.310
F 0.088 -1.123 -0.949 -3.76 -1.30 -1.72 -0.262
F -3.001 2.255 0.108 2.59 -2.52 -1.47 -0.339
O 5.243 1.909 1.354 0.48 0.26 -0.17 -0.703
O 4.721 3.653 3.084 0.19 0.24 0.36 -0.611
O 3.596 1.410 3.183 -0.17 0.08 0.65 -0.604
O 6.042 1.613 3.716 0.22 0.21 0.35 -0.651
N 0.249 -3.794 2.097 0.55 -1.97 -2.92 -0.620
N -0.667 -3.167 1.413 0.66 -1.63 -2.08 0.080
N -0.179 -4.689 -0.657 -0.50 1.57 2.10 -0.049
N 0.738 -5.323 0.018 -0.67 2.21 2.87 -0.605
C -1.968 -0.592 -2.516 0.52 -1.00 -0.40 0.443
C 1.271 3.733 0.500 3.46 1.12 2.41 0.543
C 0.921 -4.828 1.357 1.70 -1.10 1.12 0.022
C -2.708 0.578 -1.702 -0.72 0.55 -1.12 0.360
C -1.954 -2.786 -0.823 1.29 -2.84 2.33 0.839
C -1.986 1.263 -0.426 -1.56 0.29 2.27 0.631
C -0.814 -3.636 0.071 -2.49 1.51 -1.34 -0.069
C 0.199 2.500 0.652 1.01 -1.55 2.68 0.602
C -1.094 -1.696 -1.698 1.08 -0.74 -1.97 0.532
C -0.657 2.172 -0.726 0.36 1.61 -0.77 0.447
H 1.791 -5.380 1.967 -2.24 1.40 -1.54 0.312

---

(5)
28
Properties=species:S:1:pos:R:3:forces:R:3:lowdin_spin:R:1 method="wB97M-V/def2-TZVPD" homo_lumo_gap_ev="6.23 / 6.26" de_lowest_kj_mol=65.1 s_squared=0.771 spin_multiplicity=2 total_charge=-2
Sb -2.104 2.373 0.553 0.04 0.32 -0.16 0.006
Se -1.115 -2.733 0.012 -0.91 -0.92 0.26 -0.001
V 0.345 0.473 0.467 -1.60 0.13 1.19 1.017
S -0.575 1.205 2.226 -0.33 0.09 0.95 -0.068
S -0.113 2.172 -0.895 -0.25 0.35 -0.60 0.051
S -1.887 4.538 1.197 -0.14 0.20 0.11 -0.011
S -1.007 -0.726 -0.802 -0.51 0.46 -1.27 -0.028
F -2.803 -4.912 -1.369 -0.34 -0.07 0.02 0.000
F -6.104 -1.259 0.975 0.18 -0.10 -0.14 0.000
F -5.506 -5.259 -1.465 0.06 0.13 0.10 0.000
F -7.153 -3.449 -0.252 0.31 0.08 -0.03 0.000
F -3.389 -0.864 0.990 -0.63 -0.56 -0.04 0.000
O 4.614 -3.538 -0.539 -0.79 0.66 -0.05 0.010
O 2.111 0.484 0.048 1.91 1.23 -0.75 0.012
O 1.688 -4.062 0.162 0.97 0.28 0.19 0.003
O 0.806 -1.428 1.259 0.19 0.24 0.06 0.000
O 4.520 -0.714 -1.491 -0.18 -0.39 0.46 0.009
C -3.902 -1.946 0.387 0.59 -0.07 -0.01 0.000
C 2.342 -3.026 0.170 -1.19 -0.58 0.09 0.001
C 3.698 -2.741 -0.403 1.18 -1.01 -0.06 0.003
C -3.028 -2.888 -0.179 -0.46 -0.02 -0.04 -0.001
C -5.275 -2.129 0.372 -0.25 -0.13 -0.10 0.000
C -5.819 -3.252 -0.251 0.29 -0.02 0.03 0.000
C 3.727 -1.271 -0.742 0.17 1.13 -0.51 0.003
C -4.976 -4.183 -0.849 -0.28 0.07 0.10 0.000
C 2.579 -0.703 -0.038 0.62 -2.09 0.25 -0.002
C -3.605 -4.000 -0.796 0.41 0.52 0.19 0.000
C 1.847 -1.721 0.598 0.93 0.09 -0.23 -0.005

---

(6)
21
Properties=species:S:1:pos:R:3:forces:R:3:mulliken_charge:R:1 method="wB97M-V/def2-TZVPD" homo_lumo_gap_ev=8.39 de_lowest_kj_mol=642.9 spin_multiplicity=1
C 1.655 -0.019 2.234 -0.23 -2.18 0.43 -0.754
C -0.960 -0.514 -0.438 0.14 0.63 0.47 -0.087
C -2.015 -0.956 0.593 -1.02 2.16 -0.17 -1.006
C -1.103 -0.211 -1.748 0.55 -1.04 1.14 0.583
C 0.495 -0.042 -0.096 -2.96 -1.22 0.05 1.263
C -0.408 -0.017 -3.650 1.07 -0.43 -0.54 -0.474
C 1.081 0.279 -1.383 3.07 1.47 -0.01 -1.377
C 1.732 1.159 3.124 -0.66 2.68 0.85 -1.007
C 0.197 0.202 -2.354 -1.19 -0.42 1.29 0.455
C 0.968 -0.069 1.118 1.48 0.25 0.27 0.143
C -1.593 -0.411 -3.111 2.74 1.46 0.94 -1.009
H -1.679 -1.168 1.690 -0.36 0.84 -2.15 0.275
H -2.479 -0.670 -3.483 -3.39 -1.22 -1.62 0.577
H 2.107 0.671 -1.416 -0.35 -0.48 -0.18 0.380
H 2.039 -1.016 2.694 -0.42 1.72 -1.04 0.243
H -2.598 -1.842 0.265 0.38 0.61 0.04 0.289
H 0.178 -0.113 -4.553 -0.80 0.23 -0.58 0.394
H 1.647 2.157 2.614 0.40 -1.03 -0.33 0.311
H 2.689 1.250 3.705 -1.16 -0.47 -0.19 0.313
H -2.738 0.041 0.461 1.37 -2.83 1.24 0.226
H 0.784 1.288 3.734 1.35 -0.76 0.10 0.262

---

(7)
21
Properties=species:S:1:pos:R:3:forces:R:3:mulliken_charge:R:1 method="wB97M-V/def2-TZVPD" homo_lumo_gap_ev=7.64 de_lowest_kj_mol=1060.1 spin_multiplicity=1
C -1.968 -0.431 -1.034 -5.21 0.66 -3.21 0.007
C -1.221 0.547 -0.709 1.24 1.56 2.53 -0.763
C 1.208 1.091 -0.385 -1.44 1.91 2.91 0.124
C 2.062 0.321 0.304 2.50 -1.76 -2.30 0.016
C 2.766 -1.442 -0.699 2.17 1.32 0.72 -0.725
C 0.304 -1.043 -0.458 -0.30 -0.29 2.93 -0.698
C -0.008 0.370 -0.181 -3.03 -0.43 -3.20 0.838
C 3.318 -0.217 -0.306 -0.79 -1.26 -0.73 -0.317
C -3.348 -0.904 -0.887 -2.25 -0.59 2.89 -1.078
C 1.013 2.340 -1.155 2.49 0.11 0.43 -1.336
C 1.508 -1.085 0.006 3.05 -1.71 -0.82 0.422
H 4.091 0.388 -0.692 1.22 0.15 -0.32 0.426
H -0.329 -1.774 -0.903 -0.11 -0.32 -0.27 0.523
H -3.584 -0.868 0.226 -0.08 -0.37 -1.12 0.259
H 0.091 2.744 -0.836 -1.17 0.57 0.06 0.383
H 3.110 -2.138 -1.548 -0.80 0.95 1.80 0.289
H -1.769 -0.804 -1.984 1.61 -0.84 -2.10 0.402
H -4.242 -0.287 -1.333 2.07 -1.24 0.19 0.284
H 0.950 2.011 -2.199 0.09 0.55 -0.02 0.283
H -3.284 -1.996 -1.207 -0.90 1.44 0.29 0.296
H 1.805 3.088 -0.940 -0.36 -0.42 -0.66 0.364

---

(8)
32
Properties=species:S:1:pos:R:3:forces:R:3:mulliken_charge:R:1 method="wB97M-V/def2-TZVPD" homo_lumo_gap_ev="3.99 / 3.95" spin_multiplicity=1
Pd -0.094 0.642 -0.412 -1.95 -0.47 -0.83 0.257
Cl -5.335 -0.733 -0.915 0.28 -0.11 0.10 -0.059
Cl -3.531 -2.773 0.165 0.04 0.21 -0.25 -0.025
Cl -4.575 -0.692 2.142 0.63 -0.18 -2.04 -0.218
S 0.963 2.783 -1.536 0.48 0.58 -0.31 -0.418
O 0.386 -0.177 -2.876 -0.48 0.32 -0.27 -0.521
N 2.819 0.869 -1.154 1.68 -0.86 -0.01 -1.329
N 1.962 0.357 -0.287 0.83 -0.86 0.78 0.844
N -2.093 0.637 -0.122 -1.75 -1.29 0.06 -0.343
N 0.150 -0.569 1.501 0.87 0.19 0.63 -0.086
N 3.246 2.414 -2.786 0.46 -0.24 -0.23 -0.381
C -0.744 -1.013 2.375 0.19 -0.08 0.06 0.224
C 2.386 -0.385 0.701 0.72 1.12 -1.57 -0.919
C 1.464 -0.865 1.684 -1.25 -0.47 0.78 1.130
C 2.439 1.910 -1.839 -1.56 0.93 0.58 0.553
C -3.942 -1.091 0.053 -2.52 -1.32 2.23 0.319
C -0.319 0.656 -2.394 1.02 -0.28 0.75 0.749
C -2.891 -0.224 -0.128 2.71 2.78 -0.10 0.309
C -1.428 1.419 -3.045 -0.33 0.19 -0.05 -1.237
C -0.398 -1.757 3.489 0.22 -0.07 0.05 -0.864
C 0.949 -2.028 3.719 -0.42 0.02 -0.10 -0.165
C 1.886 -1.586 2.813 0.00 0.25 -0.54 -0.852
H -1.783 -0.759 2.196 0.03 0.06 -0.01 0.092
H 3.445 -0.609 0.790 0.01 0.13 0.07 0.314
H -1.118 1.713 -4.048 0.03 -0.07 0.02 0.369
H -2.291 0.755 -3.117 -0.04 -0.06 -0.07 0.325
H -1.164 -2.102 4.164 -0.09 -0.01 0.11 0.411
H -1.706 2.304 -2.474 0.09 -0.16 -0.01 0.302
H 1.252 -2.588 4.588 0.04 -0.06 0.12 0.429
H 2.938 -1.778 2.962 0.09 -0.03 -0.05 0.350
H 4.174 2.049 -2.911 -0.02 -0.14 -0.03 0.236
H 2.951 3.223 -3.299 -0.01 0.00 0.14 0.205

---

(9)
24
Properties=species:S:1:pos:R:3:forces:R:3:lowdin_spin:R:1 method="wB97M-V/def2-TZVPD" homo_lumo_gap_ev="3.99 / 6.30" de_lowest_kj_mol=0.0 s_squared=0.752 spin_multiplicity=2 total_charge=-2
Cu 0.475 0.114 0.742 0.11 1.23 -0.06 0.336
Cl 0.333 1.925 2.548 0.51 0.46 -2.63 0.280
N -0.038 0.981 5.176 0.37 0.41 -2.18 0.028
C 0.938 -1.861 0.987 -0.22 -1.17 0.67 0.038
C 1.190 1.864 -2.758 -0.76 -0.12 -0.15 0.017
C -0.802 0.824 -3.307 0.50 0.55 0.18 0.002
C -1.309 -1.935 1.632 0.80 0.09 -0.97 0.009
C 0.621 0.700 -3.363 -0.41 0.62 0.20 0.003
C -1.112 2.064 -2.666 0.74 -0.24 -0.25 0.007
C -0.511 -2.264 2.741 0.14 -0.25 0.11 0.006
C 0.850 -2.211 2.386 -0.25 0.16 -1.09 0.010
C -0.428 -1.681 0.497 -0.16 -1.28 1.09 0.034
C 0.098 1.356 4.070 -0.91 -0.92 5.13 0.190
C 0.119 2.706 -2.326 -0.11 -0.64 -0.47 0.024
H -0.859 -2.624 3.715 -0.02 0.51 -0.28 0.002
H -2.400 -1.912 1.594 0.37 0.03 0.03 0.001
H -2.115 2.464 -2.494 0.30 -0.15 0.03 0.001
H 1.833 -2.082 0.386 -0.54 0.41 0.16 0.003
H -1.525 0.110 -3.709 0.21 0.17 0.18 0.000
H -0.708 -1.754 -0.551 -0.05 0.33 0.17 0.002
H 1.695 -2.424 3.032 -0.13 0.06 -0.06 0.002
H 2.256 2.085 -2.669 -0.32 -0.10 0.06 0.002
H 1.176 -0.126 -3.815 -0.15 0.20 0.19 0.000
H 0.222 3.681 -1.845 -0.03 -0.36 -0.07 0.004